# C34H44BeFIN5O3Si2

A molecular structure, C34H44BeFIN5O3Si2 (ωB97M-V/def2-TZVPD, the Open Molecules 2025 dataset).

Geometry as ORCA input:
```
! RIJCOSX wB97M-V def2-TZVPD def2/J DEFGRID3
* xyz 1 1
Be 0.79347 1.76472 1.45726
F -0.10186 -3.90470 -1.71226
C -1.02223 -3.03482 -1.23635
C -0.60484 -1.93829 -0.54358
C -1.53551 -0.98963 -0.11697
C -1.09517 0.20400 0.59275
O 0.06309 0.26114 1.07265
C -2.04383 1.25218 0.69328
C -3.34652 0.99469 0.40047
N -3.80381 -0.17754 -0.08609
C -5.22384 -0.45156 -0.16241
C -5.92160 -0.41254 -1.49330
C -6.17624 0.65465 -0.46767
C -2.88925 -1.16861 -0.42607
C -3.29835 -2.33398 -1.08545
C -2.37803 -3.27411 -1.50347
N -2.84840 -4.43180 -2.18640
C -2.01713 -5.62124 -2.23383
C -2.87756 -6.82590 -2.55811
N -3.56246 -6.58706 -3.88360
C -4.39949 -5.33247 -3.82872
C -3.49111 -4.17832 -3.46691
C -1.65552 2.66334 1.04852
O -2.52663 3.50982 1.09976
O -0.39487 2.84758 1.21166
H 0.44754 -1.78419 -0.34698
H -4.07098 1.78192 0.55668
H -5.54652 -1.20549 0.54529
H -6.68940 -1.15083 -1.68148
H -5.32992 -0.12538 -2.35230
H -7.11271 0.65411 0.06983
H -5.78040 1.63713 -0.67908
H -4.34981 -2.51072 -1.26020
H -1.55867 -5.79858 -1.26287
H -1.20294 -5.54317 -2.96796
H -3.66906 -6.96544 -1.82429
H -2.28894 -7.73625 -2.64893
H -4.12710 -7.39269 -4.15586
H -2.84295 -6.47030 -4.60306
H -5.14339 -5.50106 -3.05186
H -4.88722 -5.20416 -4.79233
H -4.09175 -3.27296 -3.42511
H -2.74377 -4.03208 -4.26534
C 2.72458 -1.31217 0.96345
Si 3.50228 0.41237 0.85569
C 4.86548 0.12901 -0.40454
C 4.37919 0.60924 2.50607
C 2.43131 1.94670 0.55210
C 3.40193 3.01307 1.07405
C 4.49739 3.48577 0.32740
C 5.40877 4.35555 0.88519
C 5.22610 4.77527 2.19615
C 4.10659 4.30528 2.85737
N 3.22766 3.45779 2.32215
Si 1.92952 2.41347 -1.19037
C 1.61239 4.25489 -1.27414
C 3.06152 1.91185 -2.61411
C 0.31287 1.65538 -1.80177
H 3.37971 -1.88666 1.62279
H 2.73312 -1.82122 -0.00677
H 1.71613 -1.35146 1.37026
H 5.43633 -0.74898 -0.08352
H 5.56396 0.96302 -0.47691
H 4.47929 -0.07744 -1.40204
H 4.78488 -0.35691 2.81841
H 3.71319 0.97501 3.29101
H 5.20883 1.31625 2.43721
H 4.63096 3.16415 -0.69442
H 6.25484 4.70192 0.30462
H 5.91929 5.44746 2.68272
H 3.89322 4.62316 3.87399
H 2.39657 4.86184 -0.82314
H 0.67906 4.46901 -0.74470
H 1.49163 4.57757 -2.31202
H 4.09814 2.24044 -2.55126
H 2.63894 2.32882 -3.53388
H 3.07265 0.82507 -2.72574
H -0.52613 1.80404 -1.12788
H 0.39548 0.58997 -2.05110
H 0.07181 2.18523 -2.72851
I 1.14049 5.16820 5.83775
C 1.04597 3.22988 5.12122
C 1.03108 2.13835 5.97544
C 0.94086 0.87080 5.42670
C 0.87406 0.75008 4.05479
N 0.90710 1.80244 3.23590
C 0.98932 3.02528 3.75880
H 1.06989 2.27467 7.04792
H 0.91727 -0.00945 6.05240
H 0.80556 -0.21901 3.57544
H 0.90456 3.85559 3.08051
*
```

Frontier orbital gap in eV: 5.92
Strongest force on any atom in eV/A: 0.50
Energy in Ha: -2812.754931